Entry 1:
{"formula": "C21H64O21S5", "method": "ωB97M-V with the def2-TZVPD basis set", "spin_multiplicity": 2, "lumo_energy_ev": [-2.748, -9.356], "total_charge": 1, "e_homo_ev": [-12.10, -12.10], "e_tot_ev": -119971.1538, "species": ["O", "S", "O", "O", "C", "C", "C", "H", "H", "H", "H", "H", "H", "H", "H", "O", "S", "O", "O", "C", "C", "C", "H", "H", "H", "H", "H", "H", "H", "H", "O", "S", "O", "O", "C", "C", "C", "H", "H", "H", "H", "H", "H", "H", "H", "O", "S", "O", "O", "C", "C", "C", "H", "H", "H", "H", "H", "H", "H", "H", "O", "S", "O", "O", "C", "C", "C", "H", "H", "H", "H", "H", "H", "H", "H", "C", "O", "H", "H", "H", "H", "C", "O", "H", "H", "H", "H", "C", "O", "H", "H", "H", "H", "C", "O", "H", "H", "H", "H", "C", "O", "H", "H", "H", "H", "C", "O", "H", "H", "H", "H"], "coordinates": [[-3.85, -1.19, -2.85], [-3.64, -1.41, -4.26], [-4.35, -2.49, -4.99], [-3.93, -0.05, -5.09], [-3.96, 0.07, -6.51], [-4.96, 1.19, -6.87], [-1.80, -1.55, -4.72], [-4.23, -0.84, -7.05], [-2.96, 0.31, -6.89], [-5.97, 1.04, -6.51], [-4.98, 1.32, -7.95], [-4.53, 2.11, -6.48], [-1.41, -2.20, -3.94], [-1.29, -0.58, -4.75], [-1.73, -2.01, -5.70], [-3.17, -3.19, 4.66], [-2.34, -2.24, 3.94], [-3.01, -1.05, 3.42], [-1.04, -1.84, 4.92], [-0.35, -2.90, 5.68], [0.51, -2.34, 6.88], [-1.47, -3.14, 2.55], [0.40, -3.47, 5.13], [-1.12, -3.55, 6.10], [-0.14, -1.76, 7.55], [1.27, -1.66, 6.49], [1.03, -3.11, 7.46], [-0.80, -2.52, 1.95], [-2.17, -3.60, 1.84], [-1.01, -4.05, 2.94], [4.21, -0.51, -4.31], [3.36, 0.67, -4.59], [3.69, 1.96, -3.94], [3.45, 0.97, -6.21], [3.21, -0.14, -7.07], [3.87, 0.17, -8.37], [1.66, 0.19, -4.30], [2.15, -0.31, -7.25], [3.62, -1.06, -6.65], [4.92, 0.43, -8.40], [3.38, 1.05, -8.77], [3.68, -0.64, -9.08], [1.35, -0.58, -5.01], [0.99, 1.05, -4.30], [1.57, -0.10, -3.26], [-2.06, 3.52, 7.56], [-2.51, 2.64, 6.45], [-3.80, 2.83, 5.74], [-1.33, 2.58, 5.29], [-1.60, 2.39, 3.96], [-0.42, 1.70, 3.33], [-2.37, 0.84, 6.99], [-1.88, 3.34, 3.51], [-2.42, 1.68, 3.96], [-0.30, 1.82, 2.25], [-0.54, 0.67, 3.66], [0.40, 2.20, 3.83], [-2.27, 0.18, 6.13], [-3.20, 0.57, 7.65], [-1.51, 0.66, 7.65], [2.37, 1.02, 0.88], [2.54, 2.46, 0.64], [1.47, 3.39, 1.11], [3.95, 2.95, 1.26], [4.02, 3.11, 2.67], [5.37, 3.70, 3.04], [2.90, 2.81, -1.13], [3.77, 2.19, 3.20], [3.17, 3.66, 3.07], [5.57, 4.53, 2.36], [6.15, 2.96, 2.84], [5.47, 3.98, 4.08], [3.35, 3.80, -1.16], [2.06, 2.62, -1.80], [3.70, 2.16, -1.49], [-1.42, 3.54, 0.03], [-2.53, 4.41, -0.10], [-0.54, 3.85, -0.53], [-1.02, 3.60, 1.04], [-1.73, 2.51, -0.19], [-2.15, 5.28, -0.22], [3.30, -1.62, -1.17], [4.69, -1.58, -1.23], [3.02, -2.67, -1.11], [2.86, -1.07, -0.34], [2.87, -1.32, -2.13], [4.99, -1.99, -0.41], [-4.76, -0.32, 0.45], [-5.23, -0.86, 1.69], [-4.55, 0.74, 0.58], [-3.86, -0.88, 0.19], [-5.54, -0.42, -0.30], [-4.46, -1.00, 2.24], [-0.44, -0.31, -0.33], [-0.48, -0.89, -1.64], [0.10, 0.63, -0.41], [-1.43, -0.10, 0.07], [0.05, -0.99, 0.37], [-0.86, -1.77, -1.72], [0.16, -3.86, -1.06], [-1.14, -3.39, -1.36], [0.85, -3.02, -1.01], [0.26, -4.43, -0.14], [0.37, -4.46, -1.95], [-1.72, -4.15, -1.30], [1.93, -1.80, 3.29], [1.84, -3.24, 3.25], [2.10, -1.43, 4.30], [2.83, -1.52, 2.73], [1.04, -1.34, 2.87], [2.46, -3.57, 2.60]], "lowdin_charge": [-0.302, 0.678, -0.310, -0.287, -0.272, -0.054, -0.073, 0.118, 0.116, 0.084, 0.081, 0.077, 0.040, 0.055, 0.068, -0.274, 0.696, -0.324, -0.284, -0.212, -0.037, -0.085, 0.095, 0.111, 0.068, 0.063, 0.088, 0.043, 0.063, 0.073, -0.293, 0.695, -0.308, -0.242, -0.314, -0.071, -0.124, 0.116, 0.117, 0.091, 0.083, 0.087, 0.065, 0.079, 0.041, -0.292, 0.739, -0.317, -0.270, -0.336, -0.039, -0.087, 0.130, 0.094, 0.053, 0.060, 0.090, 0.032, 0.069, 0.061, -0.325, 0.682, -0.324, -0.254, -0.294, -0.052, -0.091, 0.115, 0.112, 0.086, 0.080, 0.087, 0.079, 0.064, 0.057, -0.173, -0.108, 0.074, 0.047, 0.067, 0.080, -0.180, -0.086, 0.069, 0.060, 0.055, 0.080, 0.066, 0.279, 0.168, 0.124, 0.129, 0.076, -0.124, -0.141, 0.067, 0.058, 0.062, -0.002, -0.113, -0.146, 0.058, 0.087, 0.098, 0.105, -0.122, -0.135, 0.074, 0.084, 0.055, 0.076]}

***

Entry 2:
{"formula": "C4H6BaLiO", "method": "ωB97M-V with the def2-TZVPD basis set", "spin_multiplicity": 2, "lumo_energy_ev": [-7.334, -7.446], "total_charge": 2, "e_homo_ev": [-14.04, -13.59], "e_tot_ev": -7173.2422, "species": ["C", "C", "H", "H", "H", "H", "Li", "O", "C", "C", "Ba", "H", "H"], "coordinates": [[0.50, -1.90, 0.60], [0.96, -2.89, -0.19], [0.80, -0.88, 0.38], [-0.05, -2.13, 1.52], [1.54, -2.66, -1.09], [0.80, -3.94, 0.06], [-1.29, -2.40, -1.03], [-0.03, 3.61, -0.68], [-1.00, 2.96, -0.05], [-0.92, 1.83, 0.64], [2.39, 3.82, -1.03], [-1.67, 1.20, 1.11], [-2.01, 3.37, -0.24]], "lowdin_charge": [-0.093, -0.091, 0.052, 0.081, 0.072, 0.079, 0.869, -0.589, -0.489, 0.078, 1.898, 0.016, 0.117]}

***

Entry 3:
{"formula": "C6H8BrF", "method": "ωB97M-V with the def2-TZVPD basis set", "spin_multiplicity": 1, "lumo_energy_ev": -0.607, "e_homo_ev": -9.20, "e_tot_ev": -79106.2109, "species": ["C", "C", "C", "C", "C", "C", "F", "Br", "H", "H", "H", "H", "H", "H", "H", "H"], "coordinates": [[2.12, 1.26, -0.77], [0.89, 1.02, -0.32], [-0.95, -0.51, 0.06], [0.34, -0.31, 0.01], [-3.35, 0.85, 0.06], [1.38, -1.38, 0.47], [-3.29, 0.97, 1.38], [-4.29, -0.69, -0.40], [2.43, 2.34, -0.97], [2.74, 0.42, -1.28], [0.16, 1.72, 0.15], [-1.42, -1.53, 0.15], [-1.65, 0.46, -0.22], [0.84, -2.15, 0.98], [2.18, -0.74, 1.07], [1.88, -1.74, -0.37]], "lowdin_charge": [-0.009, -0.189, -0.019, -0.389, -0.557, -0.047, -0.091, 0.683, 0.073, 0.098, 0.118, 0.076, 0.027, 0.061, 0.126, 0.039]}